Molecular formula: C4H10N2O
Method: DFT, wB97M-V/def2-TZVPD

```
17
Properties=species:S:1:pos:R:3
H 1.12174 -1.24028 -0.36595
O 2.00495 -0.08483 -1.92365
H -0.55624 -1.98346 2.06777
H -0.40291 2.52106 -1.02244
C -0.32350 -0.93727 1.86178
C 1.79214 -0.29113 -0.73788
C -0.65150 1.46053 -1.09570
C -0.51250 -0.65106 0.39208
H -1.73865 1.35661 -1.05679
H -0.98021 -0.29239 2.45073
H -0.27911 1.07631 -2.04769
H 0.71008 -0.73903 2.15655
H -1.50512 -0.96210 -1.22635
N -0.02112 0.72089 -0.01375
H 0.28324 1.31585 0.75059
N -1.38800 -1.30693 -0.27535
H 2.44671 0.03724 0.08604
```

The energy relative to the best compared isomer or geometry (same formula, charge and spin) comes out at 75.3 kcal/mol. For the frontier orbital gap, the calculation gives 9.86 eV. Its SMILES is [H]/N=C(/C)NC.C=O.